1.
12
Properties=species:S:1:pos:R:3:forces:R:3 method="wB97M-V/def2-TZVPD" charge=+2 gap_ev=2.624 lumo_energy_ev=-11.805
O -0.249 -1.456 -0.424 -3.96 1.98 2.45
C 0.867 -0.843 -0.757 -0.44 2.71 0.00
C 1.897 -1.327 -1.444 -0.03 0.67 0.61
H 1.915 -2.382 -1.719 -0.07 0.30 0.10
H 2.758 -0.696 -1.656 -0.31 -0.23 -0.04
H -1.005 -0.756 0.105 3.42 -3.29 -2.41
C 0.786 0.808 -0.305 1.81 -0.37 0.56
C -0.263 1.258 0.303 0.56 -3.53 -1.50
O -1.355 0.953 0.740 -1.31 1.99 1.28
Li -2.741 1.727 1.906 2.66 0.07 -2.55
H 1.763 1.273 -0.187 -0.18 0.11 -0.53
Al -4.372 1.441 3.437 -2.14 -0.42 2.00

---

2.
11
Properties=species:S:1:pos:R:3:forces:R:3 method="wB97M-V/def2-TZVPD" spin_multiplicity=2 charge=+1 gap_ev="6.219 / 7.257" lumo_energy_ev="-6.087 / -6.059"
O -1.350 2.289 1.415 0.15 -1.34 -0.06
C -1.672 1.111 1.175 -0.43 0.77 -0.40
C -0.436 0.595 0.771 0.35 1.11 1.37
H -2.700 0.741 1.040 0.17 0.07 0.36
H 0.287 0.329 1.553 -0.33 0.16 0.04
C -0.163 -0.855 -0.837 3.29 -0.88 -2.34
C 1.130 -0.700 -1.103 -5.00 0.18 0.35
O 2.276 -0.562 -0.825 -10.44 2.35 -0.28
Be 3.470 -0.789 -0.774 13.65 -2.34 0.70
H -0.891 -0.150 -1.246 -0.06 -1.12 -0.32
H 0.048 -2.008 -1.169 -1.33 1.04 0.57

---

3.
12
Properties=species:S:1:pos:R:3:forces:R:3 method="wB97M-V/def2-TZVPD" gap_ev="8.706 / 7.191" lumo_energy_ev="-0.840 / -1.378"
C 1.242 2.010 0.709 -0.09 -1.22 -1.43
C 1.838 0.955 0.056 1.03 -0.96 0.45
C -0.324 0.606 0.291 0.54 -0.89 0.01
C -2.502 -1.729 -0.410 0.55 5.46 -2.07
N -0.105 1.766 0.758 -1.35 -0.91 0.13
N 0.815 -0.067 -0.114 1.03 1.86 -0.07
Cl -2.045 -3.261 -0.346 0.52 -3.01 0.00
Br 1.169 -1.846 -0.706 -0.47 1.80 0.49
H 1.541 2.960 1.081 0.86 0.30 -0.06
H 2.902 0.773 -0.244 -1.39 0.06 0.44
H -2.429 -1.118 -1.437 -0.56 -1.89 1.99
H -2.100 -1.048 0.362 -0.68 -0.61 0.13

---

4.
12
Properties=species:S:1:pos:R:3:forces:R:3 method="wB97M-V/def2-TZVPD" gap_ev=7.700 lumo_energy_ev=-0.382
C -1.005 -0.577 1.318 -2.84 0.28 4.34
C -0.922 0.882 1.412 -0.54 0.54 0.65
C -0.006 -0.845 -0.773 -0.14 -0.13 -0.39
C 1.151 -0.800 -1.601 1.95 1.36 -2.52
N -0.536 -1.102 0.272 1.10 -0.84 -1.68
N -0.469 1.448 0.371 0.77 -1.08 -0.72
Cl 2.694 -1.886 -1.248 -1.30 0.55 0.05
Br -0.455 3.227 0.121 -0.09 1.17 0.31
H -1.725 -1.130 2.057 1.75 0.89 -1.66
H -1.297 1.470 2.303 0.23 -0.97 -0.91
H 1.622 0.272 -1.462 -1.31 -1.97 -0.34
H 0.948 -0.959 -2.771 0.42 0.21 2.88

---

Taking the records one at a time from the top gives energy above the lowest of the compared OMol25 structures with the same formula, charge and spin values of 0.0; 34.4; 134.8; 84.1 kcal/mol.